[1]
Molecular formula: C18H50N12O12Zn
Method: DFT, the ωB97M-V functional and the def2-TZVPD basis

- HOMO-LUMO gap: 0.139 Eh
- LUMO level: -3.114 eV
- 2S+1: 1

Last column: Löwdin charge in e.
Positions of all 93 atoms, in Å:
Zn -0.761 -0.735 0.185  0.8725
C 1.871 0.573 0.519  -1.1003
O 1.248 0.465 1.575  0.1202
O 1.219 1.100 -0.398  0.0566
O 1.833 -0.594 0.183  0.1211
C 4.043 -5.651 -1.017  -0.7810
O 2.952 -6.158 -0.912  0.0395
N 5.021 -6.299 -1.683  0.1380
N 4.430 -4.491 -0.592  0.1634
H 5.955 -5.955 -1.858  0.0988
H 4.774 -7.236 -1.966  0.1081
H 3.713 -3.877 -0.233  0.1208
H 5.416 -4.420 -0.382  0.1122
C 0.999 4.222 5.891  -0.7559
O -0.089 4.575 5.342  -0.0378
N 1.732 3.252 5.405  0.1609
N 1.485 4.762 6.957  0.1666
H 2.671 3.229 5.777  0.1045
H 1.397 2.684 4.641  0.1171
H 0.967 5.556 7.305  0.1284
H 2.371 4.427 7.308  0.1162
C 1.420 6.431 0.337  -0.7597
O 1.375 7.626 0.594  0.0297
N 1.648 5.935 -0.808  0.1539
N 1.334 5.376 1.198  0.1418
H 1.756 4.932 -0.871  0.1102
H 1.646 6.560 -1.601  0.1292
H 1.360 5.522 2.198  0.1045
H 1.161 4.442 0.857  0.0860
C 4.366 2.218 -3.956  -0.7332
O 5.139 2.897 -4.602  0.0270
N 4.787 1.309 -3.043  0.1387
N 3.032 2.361 -4.027  0.1543
H 4.147 0.590 -2.734  0.0896
H 5.697 1.239 -2.612  0.1082
H 2.771 3.086 -4.681  0.1195
H 2.730 1.999 -3.133  0.0909
C 6.705 1.500 4.665  -0.7439
O 6.195 2.257 5.507  0.0043
N 5.924 0.747 3.918  0.1333
N 7.918 1.352 4.204  0.1576
H 6.319 -0.042 3.427  0.1034
H 4.959 0.804 4.210  0.1141
H 8.117 0.675 3.481  0.1101
H 8.698 1.800 4.663  0.1218
C -5.786 2.454 -1.530  -0.1220
O -5.233 2.099 -0.308  -0.2011
C -4.011 2.767 -0.063  -0.2201
C -3.343 2.169 1.216  -0.1737
N -3.268 0.678 0.999  -0.0488
C -3.371 0.038 2.337  -0.2064
C -3.473 -1.452 2.250  -0.2792
O -2.330 -1.971 1.689  -0.3206
C -2.288 -3.383 1.897  -0.0835
H -6.539 1.723 -1.825  0.0883
H -5.123 2.422 -2.395  0.0881
H -6.133 3.479 -1.394  0.0918
H -4.196 3.841 -0.050  0.1252
H -3.208 2.551 -0.767  0.1179
H -4.017 2.487 2.011  0.1103
H -2.403 2.702 1.356  0.1155
H -4.060 0.509 0.395  0.0825
H -4.328 0.244 2.817  0.1193
H -2.542 0.432 2.925  0.1304
H -4.314 -1.753 1.627  0.1197
H -3.723 -1.717 3.277  0.1300
H -2.262 -3.684 2.944  0.0949
H -1.387 -3.772 1.423  0.0807
H -3.118 -3.804 1.329  0.0925
C 0.677 -3.342 -4.400  -0.1098
O -0.724 -3.448 -4.761  -0.1892
C -1.265 -4.367 -3.736  -0.1717
C -1.569 -3.639 -2.401  -0.2058
N -1.895 -2.237 -2.487  -0.0686
C -3.048 -1.939 -3.282  -0.2347
C -4.378 -2.497 -2.904  -0.1999
O -4.743 -1.748 -1.710  -0.2188
C -6.046 -2.066 -1.143  -0.0793
H 1.309 -2.844 -5.135  0.0811
H 1.212 -4.291 -4.386  0.0872
H 0.848 -2.725 -3.518  0.0840
H -0.771 -5.339 -3.722  0.1179
H -2.196 -4.742 -4.161  0.1086
H -0.912 -3.915 -1.576  0.1079
H -2.572 -3.973 -2.134  0.0916
H -1.259 -1.857 -3.173  0.0842
H -2.818 -2.141 -4.328  0.1236
H -3.259 -0.878 -3.143  0.1259
H -4.321 -3.584 -2.854  0.1112
H -5.211 -2.209 -3.546  0.1276
H -6.194 -3.146 -1.138  0.0853
H -6.941 -1.615 -1.571  0.0775
H -5.915 -1.563 -0.185  0.0712

---

[2]
Molecular formula: C42H62O16
Method: DFT, the ωB97M-V functional and the def2-TZVPD basis

- Energy above the lowest of the compared OMol25 structures with the same formula, charge and spin: 0.073 eV
- HOMO-LUMO gap: 0.344 Eh
- LUMO level: 0.064 eV
- 2S+1: 1

Last column: Löwdin charge in e.
Positions of all 120 atoms, in Å:
C -3.173 2.896 -0.692  -0.0156
H -4.140 2.635 -0.275  0.0874
H -3.275 3.875 -1.158  0.0813
H -2.450 2.969 0.112  0.0785
C -2.751 1.875 -1.751  -0.4093
C -3.787 1.954 -2.887  -0.0279
H -4.762 1.623 -2.538  0.0836
H -3.890 2.976 -3.245  0.0891
H -3.498 1.329 -3.729  0.0878
C -1.379 2.254 -2.382  -0.2292
C -0.667 0.996 -2.871  -0.0882
C -0.286 0.098 -1.697  -0.0946
H 0.586 0.532 -1.215  0.0895
H 0.022 -0.869 -2.096  0.1282
C -1.401 -0.064 -0.630  -0.3300
C -1.016 0.771 0.596  -0.0023
H -0.231 0.283 1.165  0.0866
H -0.639 1.730 0.258  0.0652
H -1.856 0.961 1.256  0.0742
C -2.739 0.403 -1.240  -0.1987
C -3.897 0.066 -0.300  -0.1277
C -4.031 -1.447 -0.160  -0.1154
H -4.256 -1.846 -1.149  0.1112
H -4.883 -1.670 0.485  0.1215
C -2.770 -2.114 0.413  -0.3439
C -2.675 -1.778 1.911  0.0046
H -3.644 -1.862 2.399  0.0910
H -2.331 -0.763 2.053  0.0714
H -1.971 -2.429 2.421  0.0849
C -1.521 -1.589 -0.333  -0.1122
C -0.285 -2.174 0.318  -0.3045
O 0.781 -1.587 0.409  0.0752
C -0.404 -3.556 0.766  0.0596
C -1.524 -4.290 0.719  -0.1002
C -1.531 -5.772 0.993  -0.1829
C -0.197 -6.319 1.502  -0.0772
H 0.042 -5.864 2.465  0.1409
H 0.598 -6.068 0.799  0.1268
C -0.212 -7.851 1.664  -0.3988
C 1.085 -8.209 2.381  -0.4940
O 1.168 -8.648 3.497  0.1251
O 2.167 -7.954 1.635  0.1179
H 2.973 -8.176 2.127  0.1393
C -0.214 -8.565 0.308  -0.0062
H -1.136 -8.373 -0.232  0.0795
H -0.124 -9.640 0.453  0.0989
H 0.623 -8.227 -0.298  0.0906
C -1.393 -8.287 2.536  -0.1191
C -2.718 -7.709 2.054  -0.1225
H -2.976 -8.156 1.092  0.1176
H -3.503 -7.989 2.760  0.1274
C -2.704 -6.180 1.907  -0.4420
C -2.601 -5.520 3.283  0.0051
H -1.787 -5.943 3.863  0.0835
H -3.524 -5.675 3.839  0.0985
H -2.426 -4.453 3.192  0.0756
C -3.997 -5.751 1.203  -0.1280
C -4.052 -4.250 0.944  -0.1139
H -4.175 -3.754 1.903  0.1038
H -4.937 -4.031 0.344  0.1271
C -2.817 -3.678 0.216  -0.3426
C -2.902 -4.108 -1.267  0.0016
H -3.191 -5.153 -1.323  0.0821
H -1.943 -4.010 -1.773  0.0959
H -3.645 -3.538 -1.815  0.0814
H -4.856 -6.028 1.818  0.1270
H -4.089 -6.301 0.263  0.1161
H -1.196 -7.980 3.564  0.1160
H -1.453 -9.377 2.540  0.1302
H -1.718 -6.242 0.019  0.1541
H 0.529 -3.969 1.119  0.1206
H -1.559 -2.054 -1.325  0.1495
H -3.761 0.519 0.679  0.1114
H -4.834 0.448 -0.710  0.1155
H -2.890 -0.219 -2.131  0.1483
H 0.241 1.264 -3.415  0.1210
H -1.323 0.478 -3.572  0.1214
H -1.575 2.922 -3.233  0.1537
O -0.529 2.987 -1.475  -0.0518
C 0.384 3.818 -2.099  -0.2676
O -0.246 4.977 -2.625  -0.0264
C -0.882 5.754 -1.628  -0.1575
C -1.471 7.005 -2.279  -0.4545
O -1.990 7.866 -1.619  0.1272
O -1.342 7.070 -3.590  0.1692
H -0.859 6.290 -3.918  0.1265
C 0.088 6.187 -0.512  -0.2542
O -0.589 6.803 0.547  0.0175
H -1.184 7.479 0.180  0.0948
C 0.822 4.960 0.061  -0.2335
O 1.737 5.398 1.032  0.0074
H 1.264 6.025 1.598  0.1253
C 1.504 4.256 -1.119  -0.1524
O 2.391 3.182 -0.882  0.0119
C 2.433 2.513 0.356  -0.2669
O 3.216 3.195 1.292  0.0026
C 4.591 3.280 0.944  -0.1405
C 5.244 1.895 0.760  -0.2550
C 4.459 1.029 -0.239  -0.2579
O 4.705 1.313 -1.586  0.0102
H 4.937 2.248 -1.694  0.0653
C 2.949 1.079 0.101  -0.2197
O 2.698 0.318 1.262  -0.0025
H 2.122 -0.429 1.037  0.0629
H 2.422 0.685 -0.771  0.1451
H 4.772 -0.015 -0.083  0.1669
O 5.344 1.246 2.000  0.0097
H 4.452 0.959 2.250  0.0892
H 6.268 2.039 0.396  0.1687
C 4.795 4.227 -0.249  -0.4624
O 5.525 3.974 -1.174  0.1190
O 4.156 5.378 -0.157  0.1386
H 3.444 5.358 0.524  0.0948
H 5.060 3.754 1.818  0.1801
H 1.445 2.448 0.825  0.1625
H 2.109 5.000 -1.658  0.1756
H 0.080 4.290 0.519  0.1675
H 0.845 6.869 -0.938  0.1838
H -1.694 5.183 -1.154  0.1553
H 0.853 3.342 -2.970  0.1779

---

[3]
Molecular formula: C6H10N2O
Method: DFT, the ωB97M-V functional and the def2-TZVPD basis

- Energy above the lowest of the compared OMol25 structures with the same formula, charge and spin: 8.067 eV
- HOMO-LUMO gap: 0.355 Eh
- LUMO level: 0.856 eV
- SMILES string: [H]/N=C1/NO[C@@H]2CC[C@@]12C
- 2S+1: 1

Last column: Löwdin charge in e.
Positions of all 19 atoms, in Å:
C 0.154 -1.616 0.541  -0.0342
C 0.135 -0.095 0.407  -0.2948
C 1.780 0.460 0.097  -0.0079
C 1.344 0.098 -1.390  -0.1109
C -0.058 0.330 -0.879  -0.4023
C -1.353 0.630 0.830  -0.2985
H 1.048 -1.955 -0.060  0.0990
H -0.016 -2.009 1.598  0.1143
H -0.664 -2.075 0.220  0.0191
H 1.860 1.629 0.274  0.1395
H 2.597 -0.033 0.683  0.1044
H 1.836 0.827 -1.892  0.0537
H 1.344 -1.003 -1.934  0.1812
H -0.035 1.510 -0.742  0.1829
H -3.084 0.680 -0.618  0.2189
H -1.387 1.152 2.772  0.0660
N -2.147 0.118 -0.246  0.0001
N -1.912 1.331 1.838  0.0608
O -1.442 0.022 -1.502  -0.0911

---

[4]
Molecular formula: C2H2N2O
Method: DFT, the ωB97M-V functional and the def2-TZVPD basis

- Energy above the lowest of the compared OMol25 structures with the same formula, charge and spin: 4.789 eV
- HOMO-LUMO gap: 0.394 Eh
- LUMO level: 0.604 eV
- SMILES string: C1=NO1.C#N
- 2S+1: 1

Last column: Löwdin charge in e.
Positions of all 7 atoms, in Å:
C 1.744 1.092 -2.259  -0.0960
C 0.151 -0.825 1.241  -0.2563
N 1.418 1.885 -3.010  0.0552
N 0.153 0.321 0.776  0.1739
O -0.705 -0.873 0.221  -0.0475
H 0.429 -1.626 1.931  0.1405
H 2.158 0.330 -1.672  0.0301

---

[5]
Molecular formula: C3H10NO
Method: DFT, the ωB97M-V functional and the def2-TZVPD basis

- Energy above the lowest of the compared OMol25 structures with the same formula, charge and spin: 0.972 eV
- HOMO-LUMO gap: 0.399 Eh
- Net charge: +1
- LUMO level: -5.095 eV
- 2S+1: 1

Last column: Löwdin charge in e.
Positions of all 15 atoms, in Å:
C 0.094 -0.816 -2.034  -0.0677
C -0.677 -0.624 -0.771  -0.1671
C 0.157 1.762 -0.439  0.1931
N -0.239 0.615 -0.045  0.0475
H 1.145 -1.042 -1.816  0.0976
H 0.056 0.097 -2.625  0.0762
H -0.210 -1.691 -2.602  0.0961
H -0.523 -1.375 0.008  0.1256
H -1.767 -0.609 -0.844  0.1424
H 0.562 1.876 -1.441  0.1221
H 0.193 2.539 0.316  0.1288
H -0.067 0.428 0.951  0.1257
H 1.370 -0.816 2.900  0.0520
H 0.009 -0.810 3.548  0.0544
O 0.455 -0.619 2.729  -0.0268

---

[6]
Molecular formula: C3H5N5O
Method: DFT, the ωB97M-V functional and the def2-TZVPD basis

- Energy above the lowest of the compared OMol25 structures with the same formula, charge and spin: 8.000 eV
- HOMO-LUMO gap: 0.293 Eh
- LUMO level: -0.626 eV
- 2S+1: 1

Last column: Löwdin charge in e.
Positions of all 14 atoms, in Å:
C -0.537 0.507 -0.594  -0.3846
C -0.475 1.437 1.460  -0.0186
C 0.483 0.294 1.400  -0.4658
H -1.136 -1.381 -1.729  0.2191
H -0.557 -0.713 -3.594  0.1887
H -0.660 1.722 2.569  0.1480
H 1.272 0.426 3.082  0.0795
H 1.301 -1.390 -1.282  0.3127
N -0.261 -0.695 -2.380  -0.0961
N -0.740 0.481 -1.791  -0.0590
N -1.092 1.620 0.261  0.1473
N 1.192 -0.241 2.262  0.1564
N 0.206 -0.458 0.256  -0.1120
O 1.002 -1.610 0.080  -0.1155

---

[7]
Molecular formula: CIN5O2
Method: DFT, the ωB97M-V functional and the def2-TZVPD basis

- Energy above the lowest of the compared OMol25 structures with the same formula, charge and spin: 1.427 eV
- HOMO-LUMO gap: 0.298 Eh
- LUMO level: -1.532 eV
- 2S+1: 1

Last column: Löwdin charge in e.
Positions of all 9 atoms, in Å:
C -1.528 0.136 1.009  -0.1343
N -1.850 -0.921 0.736  0.2430
N -1.056 -0.385 -2.739  0.2032
N -0.254 0.229 -2.256  -0.4042
N 0.446 0.871 -1.574  -0.5089
N -0.839 1.224 1.556  -0.4032
O 0.362 1.124 1.678  0.1099
O -1.457 2.190 1.858  0.1433
I 2.408 1.279 -1.926  0.7512

---

[8]
Molecular formula: C21H35FP2Pd
Method: DFT, the ωB97M-V functional and the def2-TZVPD basis

- Energy above the lowest of the compared OMol25 structures with the same formula, charge and spin: 0.000 eV
- HOMO-LUMO gap (alpha / beta): 0.184 / 0.292 Eh
- Expectation value of S²: 2.010
- LUMO level (alpha / beta): 0.622 / -0.446 eV
- 2S+1: 3

Last column: Löwdin charge in e.
Positions of all 60 atoms, in Å:
P 1.030 -0.693 -2.487  0.6775
P 1.725 2.122 -1.384  0.5673
C 0.694 0.940 -3.536  -0.3759
C 1.812 1.936 -3.202  -0.4437
H -0.277 1.341 -3.160  0.0596
H 0.631 0.617 -4.601  0.0817
H 2.827 1.524 -3.472  0.0743
H 1.705 2.981 -3.466  0.0623
C -0.013 2.620 -1.040  -0.2633
H 0.013 3.059 -0.031  0.0344
H -0.784 1.830 -0.964  0.0331
H -0.422 3.392 -1.740  0.0610
C 2.681 3.563 -0.868  -0.2574
H 2.694 4.216 -1.738  0.0358
H 3.699 3.231 -0.651  0.0332
H 2.196 4.096 -0.032  0.0516
C -0.510 -1.445 -3.156  -0.2967
H -0.732 -2.431 -2.746  0.0222
H -0.303 -1.537 -4.231  0.0484
H -1.382 -0.806 -3.028  0.0211
C 2.126 -2.072 -3.176  -0.2897
H 3.029 -2.157 -2.545  -0.0149
H 2.366 -1.895 -4.234  0.0397
H 1.537 -2.994 -3.046  0.0271
Pd 2.497 0.203 -1.243  0.0836
C -2.480 -1.088 0.305  -0.1081
C -2.998 -1.295 -0.901  -0.1523
C -3.618 -2.572 -1.409  -0.1895
C -3.363 -3.695 -0.388  -0.2067
C -2.044 -4.346 -0.632  -0.1213
C -0.797 -3.992 -0.290  -0.1253
C -0.395 -2.801 0.527  -0.1889
C -1.488 -1.892 1.132  -0.2028
C 2.046 0.623 3.079  -0.0626
H -2.465 0.006 0.635  0.1113
H -3.195 -0.433 -1.569  0.1009
H -3.186 -2.839 -2.400  0.1101
H -4.707 -2.382 -1.553  0.1202
H -3.409 -3.346 0.641  0.0979
H -4.184 -4.410 -0.513  0.1099
H -2.184 -5.226 -1.270  0.1028
H 0.023 -4.733 -0.430  0.1128
H 0.399 -2.194 0.043  0.0792
H 0.023 -3.336 1.410  0.1196
H -2.021 -2.372 1.958  0.1081
H -0.939 -1.126 1.680  0.0783
H 2.827 0.258 3.747  0.0808
H 2.501 0.937 2.123  0.0670
H 1.426 -0.248 2.874  0.0632
F -0.742 4.765 5.604  0.0151
C -0.069 3.717 4.997  -0.2476
C 1.327 3.715 5.057  -0.0118
C 2.011 2.635 4.505  -0.0441
C 1.279 1.649 3.843  -0.2935
C -0.113 1.552 3.967  -0.0368
C -0.795 2.635 4.507  -0.0168
H 1.883 4.483 5.581  0.1147
H 3.096 2.509 4.615  0.1235
H -0.619 0.637 3.666  0.1058
H -1.868 2.566 4.635  0.1146

---

> Number 2 is which compound?

C42H62O16